No. 1
C39H55B2CrN11S3SeSi as an isolated structure, computed with the ωB97M-V functional and the def2-TZVPD basis.

```
! wB97M-V def2-TZVPD RIJCOSX def2/J DEFGRID3
* xyz -1 4
Cr 0.27157 -0.84535 -0.88731
C 3.72352 -3.66131 2.61751
C 4.01130 -2.17147 2.44462
C 5.17842 -1.78090 3.34958
C 4.39262 -1.83176 1.00489
N 2.79726 -1.39786 2.86082
C 2.74318 -0.56477 3.96902
C 1.48937 -0.08373 4.03308
N 0.76673 -0.61495 2.98837
B -0.77311 -0.20270 2.87421
N -1.63395 -0.95160 1.90761
C -2.66637 -1.75347 2.42260
C -3.53512 -2.53237 1.77268
N -3.54552 -2.91641 0.41940
C -1.87202 -0.62944 0.53031
S -2.58850 0.77681 0.06861
C -4.85020 -2.87765 -0.28858
C -5.34877 -1.43829 -0.43903
C -4.71821 -3.48757 -1.68259
C -5.87509 -3.69961 0.50069
N -0.76954 1.34147 2.62865
C -1.54619 2.20825 3.35532
C -1.39965 3.43245 2.82655
N -0.51705 3.31688 1.75639
C -0.16034 1.99920 1.63036
S 0.94982 1.27335 0.49916
C -0.31994 4.46762 0.81562
C -0.44236 5.76837 1.61664
C 1.06261 4.47215 0.17440
C -1.41840 4.40041 -0.24330
C 1.56919 -1.40913 2.27109
S 1.11122 -2.35898 0.90349
H 4.59983 -4.23689 2.31030
H 2.87639 -3.96512 2.00390
H 3.50299 -3.89070 3.66305
H 6.05752 -2.32518 3.00465
H 5.00610 -2.05307 4.39324
H 5.39755 -0.71263 3.28592
H 5.38977 -2.23362 0.80252
H 4.40705 -0.75131 0.85088
H 3.69269 -2.23817 0.28115
H 3.58302 -0.38041 4.60892
H 1.04263 0.59345 4.74127
H -1.20833 -0.37299 3.99650
H -2.76538 -1.70129 3.49807
H -4.30231 -2.99351 2.38007
H -4.66768 -0.86547 -1.07200
H -5.39525 -0.94588 0.53619
H -6.34789 -1.42480 -0.88923
H -3.99008 -2.94623 -2.29103
H -5.68848 -3.41986 -2.17900
H -4.42520 -4.53820 -1.64211
H -6.18395 -3.20064 1.42056
H -5.46372 -4.68105 0.75275
H -6.77002 -3.84514 -0.10823
H -2.14309 1.87148 4.18517
H -1.83829 4.36544 3.12162
H 0.19800 5.74548 2.50051
H -1.46659 5.98129 1.92382
H -0.11749 6.59198 0.98045
H 1.84574 4.55017 0.93319
H 1.12233 5.34590 -0.47878
H 1.25858 3.57988 -0.40816
H -2.40383 4.45005 0.22545
H -1.36568 3.46703 -0.80214
H -1.31547 5.23793 -0.93836
B -1.11324 -1.56027 -3.97989
N -0.90844 -0.05840 -3.65798
C -1.14299 0.98817 -4.45238
C -0.81025 2.14709 -3.76913
C -0.36035 1.69121 -2.53476
N -0.43229 0.36221 -2.47123
N 0.17640 -2.32364 -3.53250
C 0.88542 -3.19615 -4.25414
C 1.78393 -3.84819 -3.42595
C 1.55571 -3.29407 -2.17323
N 0.57098 -2.39197 -2.23813
H -2.07112 -1.97440 -3.36568
H -1.22805 -1.69346 -5.17939
H -1.52376 0.83044 -5.44883
H -0.86465 3.16582 -4.11723
H 0.03391 2.23571 -1.69644
H 0.69105 -3.29787 -5.31015
H 2.50959 -4.59754 -3.69420
H 2.04272 -3.49773 -1.23445
C 2.90666 2.93623 -2.81480
Si 3.82801 1.61763 -1.86307
C 5.37742 1.18193 -2.80240
C 4.37574 2.34271 -0.22966
Se 2.68228 -0.28844 -1.72901
H 3.55523 3.78143 -3.08180
H 2.07684 3.31687 -2.21559
H 2.48350 2.50932 -3.72792
H 6.01930 2.06117 -2.94067
H 5.12809 0.76844 -3.78365
H 5.93685 0.42247 -2.24856
H 4.81629 3.33871 -0.37490
H 5.12796 1.70078 0.24159
H 3.53032 2.42259 0.45274
N -0.33480 -9.18322 -2.16968
C -0.67286 -8.12014 -1.88668
C -1.09666 -6.78063 -1.53217
C -1.10438 -5.76882 -2.48403
C -1.50656 -4.48789 -2.13770
C -1.91008 -4.18500 -0.84257
C -1.92824 -5.22314 0.09690
C -1.51634 -6.50064 -0.23202
C -2.33110 -2.82937 -0.34771
C -1.58061 -1.72641 -0.35275
H -0.80013 -5.98334 -3.50091
H -1.55738 -3.72854 -2.89765
H -2.26091 -5.00484 1.10393
H -1.51699 -7.28738 0.51218
*
```

Results
Frontier orbital gap (spin up / spin down): 0.2356 / 0.2367 hartree
Energy above the lowest of the compared OMol25 structures with the same formula, charge and spin: 1.037 eV
HOMO energy (spin up / spin down): -4.1868 / -4.2152 eV
DFT total energy: -7101.41171 a.u.

No. 2
C16H15CoN as an isolated structure, computed with the ωB97M-V functional and the def2-TZVPD basis.

```
! wB97M-V def2-TZVPD RIJCOSX def2/J DEFGRID3
* xyz 0 4
Co -0.68861 0.89259 -0.95244
C -0.27375 0.69062 -4.85841
H 0.81180 0.83831 -4.82198
H -0.51776 -0.35257 -5.06846
H -0.67948 1.30932 -5.67298
H -0.71777 0.99154 -3.89363
H -2.08485 1.22410 -1.46686
C -1.08044 -3.14213 -2.34286
C -0.74072 -3.81275 -1.16848
C -0.34991 -3.10028 -0.04069
C -0.30581 -1.69323 -0.11680
C -0.69581 -1.00665 -1.27972
C -1.05546 -1.72427 -2.40607
C 0.11522 -0.86053 0.96977
C 0.45834 -1.32030 2.24313
C 0.80471 -0.41697 3.22582
C 0.82324 0.96824 2.93496
C 1.20875 1.93545 3.89469
C 1.21972 3.28201 3.54791
C 0.83098 3.71387 2.26674
C 0.42909 2.78686 1.30610
C 0.44556 1.41741 1.62837
N 0.09593 0.47706 0.68293
H -1.36483 -3.71406 -3.22955
H -0.76955 -4.90354 -1.11913
H -0.07297 -3.59790 0.88577
H -1.30769 -1.18230 -3.30996
H 0.40964 -2.39393 2.43316
H 1.06462 -0.76832 4.22598
H 1.49732 1.57374 4.88773
H 1.53789 4.01396 4.28946
H 0.84666 4.77993 2.02155
H 0.10596 3.09472 0.30393
*
```

Results
Frontier orbital gap (spin up / spin down): 0.2178 / 0.2647 hartree
Energy above the lowest of the compared OMol25 structures with the same formula, charge and spin: 0.000 eV
HOMO energy (spin up / spin down): -6.7051 / -8.1534 eV
DFT total energy: -2056.10473 a.u.

No. 3
A 2-piece molecular cluster, C7H17NO overall, computed with the ωB97M-V functional and the def2-TZVPD basis.

```
! wB97M-V def2-TZVPD RIJCOSX def2/J DEFGRID3
* xyz 0 1
C -1.69735 2.13319 0.98589
C -3.11770 1.65094 1.26703
H -1.10176 1.25538 0.76480
H -1.59341 2.83322 0.15094
H -1.23425 2.65061 1.82500
H -3.55978 1.07215 0.46448
H -3.79488 2.31809 1.80078
H -2.96423 0.93333 2.09029
C -0.30396 -0.98760 -0.62338
C -0.87919 -0.40944 -1.94320
C 2.06162 -0.83855 -1.54593
C 2.86431 -1.20036 1.23943
C 1.61034 -0.43440 0.81522
O 0.87589 0.11381 1.60586
N 1.13533 -0.91725 -0.40933
H -0.88305 -0.62234 0.21398
H -0.60886 -2.04065 -0.58522
H -0.23738 0.16563 -2.61192
H -1.57616 0.34937 -1.58910
H 2.68201 -1.72616 -1.52399
H 2.59252 -1.65792 2.19170
H -1.25302 -1.20837 -2.57024
H 1.55398 -0.74956 -2.50118
H 2.53871 0.11032 -1.50755
H 3.06087 -2.08457 0.64668
H 3.82937 -0.70888 1.34895
*
```

Results
SMILES: CCN(C)C(C)=O.CC
Frontier orbital gap: 0.3586 hartree
Energy above the lowest of the compared OMol25 structures with the same formula, charge and spin: 2.083 eV
HOMO energy: -8.9144 eV
DFT total energy: -406.85379 a.u.

No. 4
C44H38HfN12S as an isolated structure, computed with the ωB97M-V functional and the def2-TZVPD basis.

```
! wB97M-V def2-TZVPD RIJCOSX def2/J DEFGRID3
* xyz 2 1
Hf -0.21315 0.21511 0.03427
C 3.32815 -1.80496 6.10451
C 2.63122 -1.11161 4.96571
C 2.06446 0.15340 5.12475
C 1.42983 0.78470 4.07829
C 1.33077 0.21195 2.80498
N 0.71560 0.93238 1.73708
C 1.02313 2.33493 1.71609
C 2.30994 2.78627 2.02251
C 2.64109 4.12553 2.03255
C 1.69743 5.09837 1.71165
C 2.03200 6.56699 1.70647
C 0.42249 4.66310 1.39178
C 0.07331 3.31564 1.40968
N -1.29560 3.00700 1.11293
C -2.35967 3.79182 1.38054
C -3.45358 3.25453 0.74246
C -2.96726 2.11774 0.10058
N -1.66929 1.96527 0.33294
C 1.85667 -1.07121 2.66311
C 2.48939 -1.71270 3.72980
N 1.70372 -1.82489 1.45355
C 2.51954 -2.79494 1.00822
C 1.84137 -3.51206 0.04741
C 0.59340 -2.90289 -0.03458
N 0.50376 -1.86787 0.80867
H 4.11973 -1.17401 6.51212
H 3.77445 -2.74573 5.78549
H 2.62905 -2.01686 6.91506
H 2.11077 0.64400 6.09107
H 0.99336 1.76404 4.23402
H 3.06686 2.05906 2.28810
H 3.65365 4.41872 2.28600
H 3.06053 6.73841 2.02193
H 1.37237 7.11639 2.38034
H 1.90574 6.99159 0.70849
H -0.32101 5.39654 1.09815
H -2.27602 4.66552 2.00555
H -4.46393 3.62852 0.74600
H -3.49641 1.42053 -0.53098
H 2.85557 -2.72360 3.58654
H 3.52169 -2.90841 1.39070
H 2.20135 -4.36033 -0.51114
H -0.25533 -3.19475 -0.63364
C -3.34238 -0.37942 3.09694
C -4.48689 -0.79403 2.41978
C -4.38421 -1.14050 1.09463
C -3.15427 -1.04619 0.43499
N -2.05266 -0.61429 1.08922
C -2.16364 -0.30990 2.40724
N -3.14865 -1.48066 -0.87818
C -2.18393 -1.47884 -1.71764
N -0.92187 -0.88255 -1.64280
C -0.18882 -1.29904 -2.75536
N 1.02176 -1.04664 -3.07538
C 2.00695 -0.44697 -2.30958
C 3.21882 -0.23592 -2.97494
C 4.31157 0.25805 -2.30114
C 4.18616 0.52550 -0.94340
C 2.96665 0.31563 -0.35078
N 1.87487 -0.13804 -0.99824
C -1.04488 -2.14508 -3.60518
C -0.77235 -2.84417 -4.76556
C -1.78256 -3.64730 -5.27822
C -3.02346 -3.74426 -4.64401
C -3.28506 -3.04625 -3.47154
C -2.27283 -2.25026 -2.97128
H -3.37272 -0.11798 4.14552
H -5.43466 -0.86175 2.93743
H -5.22457 -1.51076 0.52597
H -1.25433 -0.00583 2.90308
H 3.26533 -0.51058 -4.02080
H 5.25628 0.40845 -2.81021
H 5.01626 0.89007 -0.35454
H 2.84297 0.52092 0.69911
H 0.19668 -2.77764 -5.24537
H -1.59870 -4.22531 -6.17527
H -3.78347 -4.39118 -5.06328
H -4.23639 -3.12465 -2.95757
C 1.12363 2.03630 -6.63998
C 0.15004 1.88029 -5.52129
C -1.12513 1.41946 -5.64965
C -1.92390 1.32535 -4.49689
N -1.45137 1.59347 -3.28260
C -0.19661 2.03577 -3.15333
S 0.52656 2.42976 -1.65398
N 0.56246 2.21476 -4.27395
C -3.35514 0.91822 -4.61403
H 0.67028 1.75098 -7.58429
H 1.99925 1.40754 -6.46644
H 1.46465 3.07152 -6.71226
H -1.51089 1.14390 -6.62202
H 1.48898 2.59447 -4.12766
H -3.45434 0.03901 -5.25237
H -3.91814 1.72817 -5.08535
H -3.78331 0.71765 -3.63454
*
```

Results
Frontier orbital gap: 0.2546 hartree
Energy above the lowest of the compared OMol25 structures with the same formula, charge and spin: 0.458 eV
HOMO energy: -12.5519 eV
DFT total energy: -2802.57830 a.u.